No. 1
Here is a structure of composition C54H50Cl5Ge2MgS4 from the OMol25 dataset. Energies are from wB97M-V/def2-TZVPD.

## Properties
- HOMO: -5.612 eV
- Maximum force: 0.0040 hartree/bohr
- Net charge: -1
- LUMO: 2.32 eV
- Energy above the lowest of the compared OMol25 structures with the same formula, charge and spin: 0.000 eV
- Gap between HOMO and LUMO: 7.9 eV

Last column: Löwdin charge in e.
Element x y z (Å)
Mg (-2.223, -1.039, -1.808)  0.07
C (-2.232, -4.873, 3.088)  -0.05
C (-2.109, -3.374, 3.158)  -0.28
C (-3.194, -2.559, 2.868)  -0.03
C (-3.111, -1.173, 2.940)  -0.21
C (-4.321, -0.325, 2.652)  -0.03
C (-1.890, -0.590, 3.293)  -0.18
C (-0.789, -1.391, 3.609)  -0.25
C (0.526, -0.760, 3.977)  -0.03
C (-0.915, -2.772, 3.535)  -0.02
C (-1.774, 0.895, 3.398)  -0.21
C (-1.955, 1.461, 4.659)  -0.04
C (-1.889, 2.830, 4.843)  -0.07
C (-1.639, 3.649, 3.755)  -0.03
C (-1.447, 3.109, 2.488)  -0.21
C (-1.502, 1.718, 2.295)  -0.19
Ge (-1.283, 0.988, 0.464)  0.04
S (-3.093, 0.967, -0.717)  0.18
S (-0.447, -1.132, 0.338)  0.32
Ge (0.811, -0.236, -1.330)  0.02
S (-0.210, -0.698, -3.178)  0.18
S (0.509, 1.867, -0.584)  0.37
C (2.709, -0.791, -1.294)  -0.19
C (3.043, -2.140, -1.089)  -0.21
C (4.376, -2.540, -1.120)  -0.03
C (5.388, -1.629, -1.363)  -0.07
C (5.064, -0.302, -1.576)  -0.04
C (3.737, 0.127, -1.545)  -0.21
C (3.517, 1.583, -1.808)  -0.19
C (3.197, 2.022, -3.094)  -0.21
C (2.993, 1.044, -4.220)  -0.03
C (3.095, 3.390, -3.332)  -0.01
C (3.329, 4.324, -2.334)  -0.27
C (3.289, 5.800, -2.631)  -0.06
C (3.645, 3.864, -1.061)  -0.03
C (3.739, 2.509, -0.780)  -0.25
C (4.039, 2.040, 0.618)  -0.04
C (2.035, -3.214, -0.828)  -0.17
C (1.465, -3.913, -1.894)  -0.21
C (1.844, -3.607, -3.318)  -0.05
C (0.590, -4.962, -1.620)  0.00
C (0.303, -5.356, -0.322)  -0.28
C (-0.632, -6.502, -0.043)  -0.06
C (0.906, -4.662, 0.723)  -0.02
C (1.764, -3.598, 0.491)  -0.24
C (2.405, -2.875, 1.644)  -0.04
C (-1.185, 4.042, 1.353)  -0.18
C (-2.232, 4.437, 0.516)  -0.22
C (-3.658, 4.061, 0.817)  -0.06
C (-1.943, 5.246, -0.579)  0.00
C (-0.657, 5.698, -0.833)  -0.26
C (-0.346, 6.493, -2.072)  -0.05
C (0.352, 5.358, 0.060)  -0.02
C (0.110, 4.531, 1.146)  -0.26
C (1.235, 4.131, 2.062)  -0.04
H (-2.989, -5.169, 2.362)  0.06
H (-2.513, -5.292, 4.058)  0.08
H (-1.285, -5.327, 2.792)  0.06
H (-4.133, -3.014, 2.569)  0.11
H (-5.208, -0.950, 2.546)  0.08
H (-4.192, 0.235, 1.723)  0.03
H (-4.497, 0.395, 3.454)  0.08
H (0.420, -0.060, 4.807)  0.08
H (0.927, -0.197, 3.129)  0.08
H (1.256, -1.520, 4.254)  0.07
H (-0.053, -3.392, 3.762)  0.11
H (-2.160, 0.804, 5.497)  0.12
H (-2.036, 3.257, 5.827)  0.10
H (-1.592, 4.726, 3.876)  0.12
H (4.606, -3.587, -0.955)  0.12
H (6.422, -1.952, -1.391)  0.10
H (5.840, 0.428, -1.776)  0.12
H (3.844, 0.365, -4.308)  0.09
H (2.870, 1.570, -5.166)  0.08
H (2.103, 0.430, -4.065)  0.02
H (2.841, 3.731, -4.330)  0.11
H (2.720, 6.006, -3.537)  0.07
H (4.299, 6.193, -2.774)  0.08
H (2.835, 6.360, -1.813)  0.06
H (3.821, 4.580, -0.264)  0.11
H (4.195, 2.888, 1.286)  0.07
H (4.925, 1.403, 0.651)  0.08
H (3.200, 1.453, 1.002)  0.07
H (1.885, -2.536, -3.504)  0.03
H (1.119, -4.037, -4.008)  0.08
H (2.828, -4.029, -3.545)  0.09
H (0.134, -5.492, -2.450)  0.12
H (-0.865, -7.048, -0.957)  0.08
H (-1.574, -6.143, 0.376)  0.03
H (-0.192, -7.203, 0.670)  0.08
H (0.700, -4.955, 1.747)  0.10
H (2.033, -3.258, 2.594)  0.06
H (2.194, -1.805, 1.600)  0.06
H (3.491, -2.992, 1.627)  0.08
H (-3.751, 3.028, 1.147)  0.04
H (-4.282, 4.180, -0.068)  0.08
H (-4.053, 4.702, 1.610)  0.09
H (-2.748, 5.519, -1.254)  0.12
H (-1.232, 7.005, -2.448)  0.07
H (0.017, 5.830, -2.861)  0.08
H (0.429, 7.238, -1.884)  0.07
H (1.363, 5.706, -0.118)  0.10
H (2.178, 4.555, 1.717)  0.07
H (1.339, 3.044, 2.083)  0.07
H (1.059, 4.463, 3.087)  0.08
Cl (-2.858, -3.780, -0.310)  0.74
C (-3.808, -3.658, -1.773)  -0.67
C (-3.651, -2.498, -2.514)  -0.24
C (-4.419, -2.427, -3.662)  -0.70
Cl (-4.269, -0.992, -4.647)  0.65
C (-5.296, -3.432, -4.067)  -0.71
Cl (-6.230, -3.278, -5.512)  0.65
C (-5.413, -4.579, -3.285)  -0.71
Cl (-6.486, -5.846, -3.756)  0.65
C (-4.658, -4.700, -2.120)  -0.70
Cl (-4.788, -6.118, -1.141)  0.65


No. 2
Here is a structure of composition C54H50N6O3P3S3Tl in a non-equilibrium geometry from the OMol25 dataset. Energies are from wB97M-V/def2-TZVPD.

## Properties
- HOMO (spin up / spin down): -1.317 / -1.320 eV
- Maximum force: 0.0292 hartree/bohr
- Net charge: -2
- LUMO (spin up / spin down): 4.02 / 4.02 eV
- Gap between HOMO and LUMO (spin up / spin down): 5.3 / 5.3 eV

Last column: Löwdin charge in e.
Element x y z (Å)
Tl (1.354, 0.217, 1.683)  0.64
C (0.305, 5.935, -0.187)  -0.09
C (1.268, 6.189, 0.972)  -0.28
N (2.294, 5.180, 1.034)  -0.07
C (2.064, 3.921, 1.555)  -0.89
S (3.128, 2.731, 0.980)  0.52
N (1.143, 3.839, 2.487)  -0.04
N (0.931, 2.637, 3.047)  -0.02
C (0.190, 2.589, 4.107)  -0.30
C (-0.402, 3.837, 4.727)  -0.06
C (-0.013, 1.301, 4.740)  -0.25
C (-0.826, 1.150, 5.876)  -0.03
C (-0.918, -0.087, 6.481)  -0.08
C (-0.220, -1.158, 5.945)  -0.06
C (0.526, -0.940, 4.795)  -0.15
N (0.639, 0.246, 4.229)  0.03
H (-0.455, 6.709, -0.271)  0.06
H (-0.188, 4.979, -0.029)  0.04
H (0.861, 5.886, -1.122)  0.07
H (0.736, 6.169, 1.925)  0.09
H (1.761, 7.163, 0.853)  0.10
H (2.884, 5.127, 0.215)  0.07
H (-0.211, 4.662, 4.044)  0.05
H (0.076, 4.058, 5.682)  0.08
H (-1.476, 3.736, 4.886)  0.07
H (-1.378, 1.987, 6.275)  0.09
H (-1.534, -0.214, 7.363)  0.10
H (-0.262, -2.136, 6.399)  0.10
H (1.057, -1.744, 4.302)  0.09
O (4.225, -2.776, 3.275)  -0.34
S (3.436, -2.293, 2.154)  0.39
O (3.811, -0.957, 1.699)  -0.43
O (1.993, -2.490, 2.319)  -0.47
C (3.838, -3.399, 0.781)  -0.25
C (4.987, -4.162, 0.797)  -0.06
C (5.215, -5.088, -0.207)  -0.09
C (4.246, -5.284, -1.181)  -0.09
C (3.087, -4.529, -1.177)  -0.11
C (2.891, -3.535, -0.217)  -0.34
P (1.418, -2.418, -0.218)  1.11
C (1.854, -1.713, -1.966)  -0.43
C (1.943, -2.450, -3.215)  0.00
C (1.784, -1.502, -4.331)  -0.19
C (2.259, 0.645, -4.156)  -0.19
C (2.724, 1.260, -2.913)  0.01
C (2.299, 0.421, -1.795)  -0.24
C (0.143, -3.745, -0.200)  -0.32
C (-1.205, -3.405, -0.322)  -0.19
C (-2.204, -4.322, -0.062)  -0.09
C (-1.890, -5.607, 0.340)  -0.11
C (-0.560, -5.952, 0.502)  -0.10
C (0.441, -5.031, 0.258)  -0.09
H (5.673, -4.022, 1.618)  0.11
H (6.124, -5.676, -0.213)  0.09
H (4.395, -6.043, -1.938)  0.09
H (2.312, -4.736, -1.900)  0.10
H (2.651, -3.255, -3.334)  0.09
H (1.382, -1.935, -5.252)  0.14
H (2.108, 1.335, -4.990)  0.13
H (3.647, 1.816, -2.871)  0.11
H (2.225, 0.944, -0.837)  0.03
H (-1.489, -2.396, -0.572)  0.01
H (-3.237, -4.018, -0.148)  0.10
H (-2.673, -6.321, 0.557)  0.09
H (-0.302, -6.946, 0.842)  0.09
H (1.462, -5.315, 0.460)  0.10
C (-0.284, 2.353, -2.117)  -0.14
N (-0.981, 1.356, -1.313)  -0.50
P (-1.156, 1.744, 0.388)  0.97
C (-2.287, 3.198, 0.230)  -0.35
C (-2.331, 4.049, 1.329)  -0.11
C (-3.208, 5.118, 1.362)  -0.09
C (-4.051, 5.354, 0.287)  -0.11
C (-4.005, 4.518, -0.817)  -0.10
C (-3.133, 3.446, -0.844)  -0.10
C (-2.550, 0.639, 0.795)  -0.46
C (-2.576, 0.112, 2.183)  -0.67
C (-3.972, -0.363, 2.627)  -0.33
C (-4.768, -0.975, 1.502)  -0.08
C (-4.513, -0.661, 0.227)  -0.10
C (-3.448, 0.222, -0.129)  -0.15
P (-0.530, -0.315, -1.366)  1.04
C (-1.549, -0.862, -2.808)  -0.33
C (-2.500, -0.082, -3.456)  -0.11
C (-3.290, -0.609, -4.463)  -0.10
C (-3.158, -1.938, -4.829)  -0.11
C (-2.199, -2.722, -4.206)  -0.08
C (-1.397, -2.187, -3.217)  -0.10
C (1.088, -0.403, -2.270)  -0.41
C (3.165, -0.883, -1.597)  -0.17
C (4.316, -1.053, -2.502)  -0.03
C (4.287, -0.948, -3.833)  -0.07
C (3.082, -0.635, -4.631)  -0.15
C (1.070, -0.257, -3.793)  -0.18
H (-0.707, 3.335, -1.888)  0.06
H (-0.445, 2.135, -3.175)  0.08
H (0.794, 2.398, -1.945)  0.07
H (-1.655, 3.863, 2.152)  0.08
H (-3.234, 5.776, 2.221)  0.10
H (-4.741, 6.189, 0.307)  0.09
H (-4.659, 4.703, -1.660)  0.09
H (-3.111, 2.791, -1.701)  0.09
H (-2.173, 0.824, 2.913)  0.08
H (-4.528, 0.510, 3.016)  0.15
H (-5.555, -1.661, 1.784)  0.10
H (-5.122, -1.069, -0.572)  0.10
H (-3.342, 0.496, -1.163)  0.06
H (-2.611, 0.956, -3.182)  0.08
H (-4.022, 0.019, -4.959)  0.09
H (-3.791, -2.357, -5.603)  0.09
H (-2.084, -3.759, -4.493)  0.10
H (-0.624, -2.794, -2.767)  0.09
H (3.493, -0.997, -0.556)  0.10
H (5.259, -1.283, -2.021)  0.11
H (5.208, -1.096, -4.390)  0.09
H (3.341, -0.601, -5.697)  0.13
H (0.108, -0.013, -4.236)  0.13
S (-1.381, -1.259, 2.021)  0.57
C (-3.900, -1.321, 3.705)  -0.27
N (-3.987, -2.070, 4.567)  0.15